Entry 1:
{
  "formula": "C53H71BN7O2",
  "method": "ωB97M-V with the def2-TZVPD basis set",
  "mol_weight_g_mol": 849.01,
  "total_charge": 1,
  "homo_lumo_gap_ev": 8.6374,
  "homo_energy_ev": -11.1,
  "elements": ["C", "C", "C", "C", "C", "C", "C", "C", "C", "C", "N", "B", "C", "O", "C", "C", "O", "C", "C", "C", "C", "C", "C", "C", "C", "C", "C", "H", "H", "H", "H", "H", "H", "H", "H", "H", "H", "H", "H", "H", "H", "H", "H", "H", "H", "H", "H", "H", "H", "H", "H", "H", "H", "H", "H", "H", "H", "H", "H", "H", "H", "H", "H", "H", "H", "H", "H", "H", "N", "C", "C", "C", "C", "C", "H", "H", "H", "H", "H", "N", "C", "C", "C", "C", "C", "H", "H", "H", "H", "H", "N", "C", "C", "C", "C", "C", "H", "H", "H", "H", "H", "N", "C", "C", "C", "C", "C", "H", "H", "H", "H", "H", "N", "C", "C", "C", "C", "C", "H", "H", "H", "H", "H", "N", "C", "C", "C", "C", "C", "H", "H", "H", "H", "H"],
  "coordinates": [[1.969290, -7.082367, -3.182733], [1.217567, -6.221715, -4.221374], [1.239275, -4.716675, -3.960124], [0.852840, -4.315971, -2.528143], [2.075412, -4.032518, -1.626155], [2.326293, -2.550230, -1.423195], [3.571387, -2.143382, -0.572349], [3.078826, -1.034441, 0.378855], [4.218632, -0.063668, 0.703593], [4.464784, 1.008139, -0.374155], [1.943780, -0.469776, -0.380350], [1.161640, 0.730520, 0.207994], [0.939987, 0.935264, 1.729313], [0.670059, 1.624846, -0.672573], [1.163899, -1.664652, -0.903023], [0.162551, -2.228809, 0.080833], [-1.060969, -2.608497, -0.520098], [-1.946554, -1.534877, -0.592645], [-1.890462, -0.738693, -1.740395], [-2.704921, 0.380004, -1.906187], [-2.590298, 1.202622, -3.159484], [-3.568941, 0.694044, -0.865244], [-3.632668, -0.114060, 0.271770], [-2.843426, -1.256111, 0.441908], [-3.070005, -2.057104, 1.715664], [-1.854106, -2.720126, 2.349156], [-4.175944, -3.084320, 1.465120], [2.903726, -7.440032, -3.602036], [2.196691, -6.551256, -2.263199], [1.363392, -7.936461, -2.900818], [0.178983, -6.541243, -4.246513], [1.646616, -6.426608, -5.196841], [0.532037, -4.249880, -4.642877], [2.221033, -4.314524, -4.218224], [0.229131, -3.431848, -2.596923], [0.252972, -5.101524, -2.077417], [2.942276, -4.434280, -2.141892], [1.979182, -4.533171, -0.662142], [2.521364, -2.179178, -2.435468], [4.333885, -1.750053, -1.237539], [3.973016, -3.013220, -0.063857], [2.796304, -1.533045, 1.301496], [5.117077, -0.664029, 0.790987], [4.044821, 0.427431, 1.656733], [4.133817, 0.726748, -1.374821], [3.949178, 1.919693, -0.082398], [5.525676, 1.208929, -0.425904], [2.361199, -0.094039, -1.236125], [0.932418, 0.005983, 2.290788], [0.009782, 1.477343, 1.865526], [1.718934, 1.599085, 2.117340], [0.625752, 1.316407, -1.586083], [0.676539, -1.292804, -1.796367], [-0.056153, -1.512944, 0.874395], [0.567244, -3.113416, 0.566026], [-1.218201, -1.010763, -2.542698], [-3.008984, 2.192671, -3.029177], [-1.531043, 1.285849, -3.398707], [-3.037605, 0.685487, -4.003737], [-4.172824, 1.584299, -0.957933], [-4.316620, 0.167917, 1.061665], [-3.432076, -1.335775, 2.447293], [-1.129634, -1.988664, 2.700689], [-1.394386, -3.472090, 1.721544], [-2.196024, -3.236136, 3.245714], [-3.802248, -3.822319, 0.757138], [-4.998604, -2.579601, 0.965164], [-4.503601, -3.556538, 2.383801], [-0.798284, 5.113771, 0.359827], [-1.315404, 5.818222, 1.365707], [-2.056623, 5.258382, 2.397745], [-2.261693, 3.888156, 2.395984], [-1.714314, 3.140755, 1.365314], [-1.004760, 3.799855, 0.374388], [-1.128469, 6.885979, 1.334740], [-2.456944, 5.881828, 3.185148], [-2.828223, 3.409568, 3.186382], [-1.835238, 2.065453, 1.317954], [-0.565550, 3.248554, -0.453716], [-3.353099, 2.552290, 5.579424], [-4.151459, 1.525924, 5.872107], [-4.208907, 0.927085, 7.120482], [-3.388863, 1.418903, 8.123089], [-2.551225, 2.484546, 7.836934], [-2.572607, 3.013159, 6.555687], [-4.777230, 1.170224, 5.060331], [-4.880023, 0.098660, 7.299982], [-3.403353, 0.979415, 9.111971], [-1.895408, 2.899507, 8.589522], [-1.934482, 3.849778, 6.291921], [8.096440, 0.608105, -0.178768], [8.934454, -0.423779, -0.078694], [10.253062, -0.307031, 0.330263], [10.733189, 0.952009, 0.651513], [9.877780, 2.036884, 0.552219], [8.575544, 1.811664, 0.135935], [8.522432, -1.391768, -0.342608], [10.886041, -1.180959, 0.393864], [11.757486, 1.085564, 0.973746], [10.210931, 3.036853, 0.791975], [7.874665, 2.635216, 0.048014], [3.305542, 3.557589, 1.600369], [4.557844, 3.943416, 1.844946], [5.089240, 5.147522, 1.409765], [4.278129, 5.998730, 0.675586], [2.973601, 5.614569, 0.411056], [2.538112, 4.392072, 0.896527], [5.160354, 3.248811, 2.420336], [6.112324, 5.409790, 1.641055], [4.656795, 6.947242, 0.317195], [2.302606, 6.245342, -0.155552], [1.524121, 4.060681, 0.718536], [-1.970040, -0.076544, -7.039939], [-0.839720, 0.525056, -6.679120], [-0.485748, 1.805986, -7.072075], [-1.356487, 2.502266, -7.895670], [-2.536670, 1.891177, -8.284872], [-2.796051, 0.606178, -7.829769], [-0.186459, -0.060178, -6.037937], [0.446355, 2.245609, -6.743518], [-1.118476, 3.504190, -8.228297], [-3.243517, 2.397378, -8.927201], [-3.709601, 0.093582, -8.108978], [-8.031550, -2.257026, 3.558597], [-7.509944, -1.667373, 2.485821], [-8.223974, -1.397056, 1.329068], [-9.559465, -1.763682, 1.282403], [-10.119758, -2.379759, 2.389085], [-9.316059, -2.601546, 3.497891], [-6.460903, -1.400670, 2.566428], [-7.745645, -0.912857, 0.488066], [-10.153573, -1.571989, 0.398268], [-11.157475, -2.682661, 2.395657], [-9.716748, -3.078468, 4.385313]],
  "forces_ev_per_a": [[-0.18, 0.19, -0.27], [0.16, -0.09, 0.53], [-0.12, -0.09, -0.08], [0.47, -0.02, -0.17], [-0.53, 0.10, 0.18], [0.54, 0.38, -0.32], [-0.95, -0.28, -0.46], [2.00, -1.08, 0.10], [-0.34, 0.43, -0.53], [-0.28, -0.08, 0.51], [-0.49, 0.33, 0.03], [-0.42, 0.27, 0.74], [0.25, -0.06, -0.46], [0.26, -0.90, -0.37], [0.47, 0.04, -1.00], [-0.05, -0.17, 0.53], [-0.01, 0.13, -0.03], [-0.07, 0.24, -0.41], [-0.27, -0.04, 0.27], [0.14, -0.25, 0.28], [0.36, -0.40, 0.30], [0.13, -0.28, 0.11], [0.10, 0.27, -0.54], [0.09, 0.41, 0.14], [0.19, -0.13, -0.18], [-0.33, -0.05, 0.53], [0.32, 0.39, -0.54], [0.17, -0.12, 0.09], [0.01, 0.09, 0.08], [0.06, -0.24, 0.00], [-0.16, -0.02, -0.09], [-0.13, 0.03, -0.25], [-0.01, 0.04, -0.20], [0.12, 0.12, 0.06], [-0.24, 0.10, 0.20], [-0.22, -0.03, 0.01], [0.31, -0.12, 0.25], [0.07, -0.11, 0.08], [-0.05, 0.14, -0.05], [0.24, 0.03, 0.01], [0.13, 0.08, 0.31], [-0.87, 0.30, 0.07], [0.09, -0.20, 0.22], [0.00, 0.06, 0.13], [0.13, -0.14, -0.17], [-0.05, 0.14, -0.19], [0.24, 0.12, -0.14], [0.26, 0.05, 0.10], [0.07, -0.04, 0.22], [-0.06, -0.10, 0.14], [0.20, -0.04, 0.06], [0.04, 0.28, -0.15], [-0.60, 0.04, 0.18], [0.17, 0.10, 0.02], [0.05, -0.15, 0.01], [0.03, -0.16, -0.07], [-0.12, 0.13, -0.12], [0.09, 0.27, -0.18], [-0.25, 0.09, -0.12], [-0.18, 0.05, 0.16], [-0.06, -0.04, 0.09], [-0.14, 0.10, 0.08], [0.22, 0.06, -0.14], [0.10, -0.03, -0.17], [-0.02, -0.07, 0.10], [-0.02, -0.29, 0.07], [-0.32, -0.12, 0.14], [-0.10, -0.12, 0.09], [-0.04, 0.15, 0.12], [-0.01, 0.07, -0.02], [0.07, 0.00, -0.07], [-0.06, -0.11, 0.12], [-0.07, 0.08, -0.07], [-0.01, -0.05, -0.37], [-0.03, 0.01, 0.05], [-0.01, 0.02, -0.01], [0.01, 0.03, 0.07], [-0.16, 0.05, -0.04], [-0.30, 0.25, 0.29], [0.01, -0.07, 0.01], [-0.01, 0.04, -0.11], [0.02, 0.01, 0.02], [0.00, -0.02, 0.04], [-0.02, -0.02, -0.01], [0.01, 0.05, -0.09], [-0.03, -0.03, 0.04], [-0.01, 0.00, -0.02], [0.00, 0.00, 0.00], [0.00, 0.02, -0.01], [0.02, 0.00, 0.04], [0.01, 0.01, 0.07], [-0.11, -0.01, -0.04], [0.01, 0.03, 0.00], [0.05, 0.00, 0.02], [0.00, -0.02, 0.00], [-0.10, -0.02, -0.03], [0.05, -0.02, 0.01], [-0.01, -0.01, -0.01], [0.00, 0.00, 0.00], [-0.01, 0.01, 0.00], [0.02, 0.04, 0.00], [0.03, 0.05, -0.04], [0.03, -0.03, 0.06], [-0.03, -0.04, 0.00], [0.00, 0.03, -0.03], [0.04, 0.04, 0.01], [-0.04, -0.14, 0.06], [0.06, 0.02, 0.01], [0.00, -0.01, 0.02], [0.00, 0.00, 0.00], [-0.05, -0.03, 0.02], [-0.04, 0.07, -0.05], [-0.01, 0.05, 0.03], [0.02, -0.08, 0.08], [-0.02, 0.00, -0.01], [0.00, 0.05, -0.01], [0.03, -0.01, 0.02], [-0.04, -0.06, 0.01], [0.05, 0.05, -0.02], [0.01, -0.02, -0.01], [0.00, 0.00, 0.00], [-0.01, -0.01, 0.00], [-0.01, 0.03, -0.03], [-0.02, 0.01, -0.04], [0.05, 0.01, 0.08], [0.00, -0.01, 0.01], [-0.03, 0.00, -0.03], [0.03, 0.02, -0.02], [0.03, -0.02, 0.07], [0.00, 0.04, -0.06], [0.01, 0.00, 0.00], [0.00, 0.00, 0.00], [0.00, -0.01, 0.02], [-0.04, -0.01, -0.02]]
}

Entry 2:
{
  "formula": "C23H43BrCl2NO3",
  "method": "ωB97M-V with the def2-TZVPD basis set",
  "mol_weight_g_mol": 532.41,
  "total_charge": 1,
  "homo_lumo_gap_ev": 8.8860,
  "homo_energy_ev": -11.2,
  "elements": ["C", "C", "C", "Br", "C", "C", "C", "C", "N", "C", "Cl", "C", "C", "Cl", "C", "H", "H", "H", "H", "H", "H", "H", "H", "H", "H", "H", "H", "H", "H", "H", "H", "H", "H", "H", "C", "C", "C", "O", "C", "H", "H", "H", "H", "H", "H", "H", "H", "C", "C", "C", "O", "C", "H", "H", "H", "H", "H", "H", "H", "H", "C", "C", "C", "O", "C", "H", "H", "H", "H", "H", "H", "H", "H"],
  "coordinates": [[5.506746, 1.845399, -2.478560], [4.148952, 1.104008, -2.632814], [3.514031, 0.678254, -1.289047], [3.915157, 1.966382, 0.152790], [1.987770, 0.420886, -1.342134], [1.499092, -0.678534, -0.339662], [0.581820, -1.799273, -0.926985], [-0.243597, -1.421030, -2.184026], [-0.040270, 0.011845, -2.596355], [-0.763315, 0.401615, -3.793752], [-1.069926, -0.762656, -5.043865], [-1.151165, 1.637922, -3.940230], [-0.922969, 2.709381, -2.905087], [-1.980564, 2.166008, -5.366099], [1.456652, 0.175549, -2.765033], [5.350386, 2.918543, -2.352787], [6.011449, 1.740050, -3.445995], [6.116558, 1.440978, -1.671003], [3.517845, 1.763594, -3.233814], [4.377478, 0.175567, -3.171539], [3.999379, -0.249192, -0.973699], [1.523648, 1.366205, -1.011977], [2.381343, -1.163236, 0.087636], [0.955222, -0.179417, 0.465563], [1.116341, -2.727502, -1.129358], [-0.150808, -2.035355, -0.147639], [-1.320181, -1.571012, -2.069269], [0.099561, -2.039377, -3.014069], [-0.328145, 0.580349, -1.790824], [-1.615826, 3.541054, -3.008746], [-1.120828, 2.274618, -1.911860], [0.124140, 3.033479, -2.884051], [1.872914, -0.775648, -3.108024], [1.625476, 0.998258, -3.453616], [-4.349711, 1.830013, 1.492226], [-4.570453, 3.239834, 0.965149], [-3.489522, 3.351256, -0.095967], [-3.286592, 2.026799, -0.618220], [-3.956688, 1.080297, 0.229718], [-5.223255, 1.404130, 1.983243], [-3.521276, 1.827307, 2.205624], [-5.557762, 3.312917, 0.502937], [-4.494746, 4.010758, 1.729930], [-2.543001, 3.694564, 0.335599], [-3.765180, 4.024609, -0.908826], [-4.838187, 0.712773, -0.304864], [-3.294458, 0.234904, 0.429529], [2.883915, -6.765939, -0.999467], [4.151453, -6.092688, -0.491037], [4.014113, -4.691985, -1.064082], [2.606436, -4.415393, -1.140874], [1.874701, -5.632774, -0.922164], [2.586263, -7.637481, -0.419142], [3.019510, -7.077239, -2.037903], [4.138965, -6.054029, 0.600764], [5.068448, -6.589422, -0.803048], [4.426531, -4.634193, -2.076432], [4.500768, -3.934910, -0.447170], [1.414827, -5.578004, 0.070087], [1.082846, -5.721514, -1.667557], [-2.308019, 1.990533, 6.809569], [-3.413320, 1.063817, 6.321840], [-4.316899, 2.028675, 5.571373], [-3.473773, 3.060882, 5.046753], [-2.175841, 2.958619, 5.643675], [-1.375658, 1.478293, 7.043459], [-2.637835, 2.523959, 7.704011], [-2.999842, 0.322616, 5.632300], [-3.928825, 0.533403, 7.121085], [-5.045186, 2.494786, 6.242415], [-4.856412, 1.548999, 4.752724], [-1.482407, 2.574722, 4.886226], [-1.838292, 3.948395, 5.952444]],
  "forces_ev_per_a": [[-0.52, -0.16, -0.84], [0.99, 0.37, 0.77], [-0.06, -0.18, -0.55], [-0.36, -0.33, -0.15], [-0.18, 0.70, 0.29], [0.04, -0.11, -0.58], [-0.68, 0.56, 0.31], [-0.09, -0.69, 0.14], [0.84, -1.25, -0.23], [-0.49, -1.26, -0.87], [0.47, -0.05, 0.75], [-0.71, 2.34, -0.15], [0.14, -0.69, 0.70], [0.28, -0.20, 0.39], [0.43, -0.10, 1.15], [0.04, -0.18, 0.34], [0.23, -0.04, 0.31], [0.03, 0.07, -0.16], [-0.14, -0.26, 0.11], [-0.43, 0.15, -0.13], [0.07, 0.23, 0.07], [0.09, -0.11, -0.19], [-0.21, 0.08, 0.11], [0.22, -0.11, 0.02], [0.22, 0.26, -0.04], [0.21, -0.09, -0.06], [0.17, 0.03, 0.09], [-0.22, 0.27, -0.08], [-0.13, 0.21, -0.39], [0.21, -0.02, -0.18], [-0.16, 0.30, -0.12], [-0.22, 0.24, -0.27], [-0.28, 0.23, -0.52], [0.07, -0.16, 0.04], [0.24, -0.04, 0.17], [-0.22, 0.04, -0.10], [0.19, 0.11, 0.04], [0.12, -0.07, 0.07], [-0.23, -0.05, -0.14], [0.00, 0.00, -0.04], [-0.05, 0.00, 0.03], [0.02, 0.03, 0.00], [0.04, -0.04, 0.01], [-0.04, 0.07, 0.03], [0.02, -0.08, -0.06], [0.00, -0.06, 0.04], [0.05, 0.03, -0.06], [0.03, -0.05, -0.23], [-0.02, 0.02, 0.23], [0.10, 0.06, -0.20], [0.04, -0.09, 0.00], [-0.12, 0.03, 0.19], [-0.01, 0.03, 0.01], [-0.03, -0.02, 0.02], [0.04, 0.00, -0.02], [-0.02, 0.02, -0.02], [0.06, -0.02, 0.03], [-0.08, 0.04, 0.00], [-0.03, -0.07, -0.01], [0.02, 0.09, -0.02], [-0.04, 0.10, 0.16], [0.09, -0.13, -0.12], [-0.15, 0.16, 0.08], [0.08, -0.16, 0.04], [0.05, -0.04, -0.16], [-0.01, 0.01, -0.02], [0.03, 0.00, -0.01], [-0.03, -0.01, 0.02], [-0.01, 0.03, -0.01], [-0.05, -0.08, 0.00], [0.01, 0.08, -0.04], [0.08, 0.01, 0.06], [-0.06, 0.03, -0.06]]
}

Entry 3:
{
  "formula": "C10H8Si",
  "method": "ωB97M-V with the def2-TZVPD basis set",
  "mol_weight_g_mol": 156.26,
  "homo_lumo_gap_ev": [8.0782, 6.7170],
  "homo_energy_ev": [-8.8, -7.1],
  "e_above_lowest_kj_mol": 247.9,
  "elements": ["C", "C", "C", "C", "C", "C", "C", "C", "C", "C", "Si", "H", "H", "H", "H", "H", "H", "H", "H"],
  "coordinates": [[4.699548, -0.852351, -1.044267], [0.405739, -1.370130, -3.612967], [3.524689, -1.099831, -1.147312], [0.970898, -1.582355, -2.566872], [-2.400425, 1.705807, 1.931708], [-1.585846, 2.256558, 0.924400], [-2.251749, 0.327340, 2.325920], [-0.890730, 1.327167, 0.035660], [-1.447603, -0.473536, 1.555961], [-0.735496, 0.077480, 0.511485], [1.831802, -1.775860, -0.992563], [5.768545, -0.580210, -1.141101], [-0.316542, -1.026972, -4.407189], [-2.922484, 2.317537, 2.635356], [-1.706515, 3.342453, 0.790278], [-2.816901, -0.075240, 3.193049], [-0.347724, 1.599946, -0.891394], [-1.145782, -1.367330, 2.041430], [1.366577, -2.750475, -0.141580]],
  "forces_ev_per_a": [[1.75, 0.70, -0.60], [-1.79, 0.88, -1.20], [-0.88, -1.12, 0.79], [0.28, -0.31, 0.22], [1.92, -1.36, 0.56], [-1.44, -1.30, -0.63], [-1.33, 1.76, -0.71], [0.51, 2.06, 0.50], [1.12, 0.12, 1.00], [-0.52, -0.88, -0.26], [0.27, 2.86, -1.79], [-1.43, -0.36, 0.33], [1.52, -0.76, 1.21], [-0.43, 0.61, -0.04], [0.48, -0.63, -0.45], [0.58, 0.35, -0.67], [-0.49, 0.29, 0.78], [0.04, -1.26, -0.27], [-0.17, -1.65, 1.24]]
}

Maximum force across the listed records, respectively: 2.28, 2.45, 3.38 eV/A.
Energy across the listed records, respectively: -71310.3726, -127260.3726, -18368.9758 eV.